Entry 1:
Molecular formula: C12H13Br2N3O4RuS2Se4
Method: DFT, ωB97M-V/def2-TZVPD

Geometry (Å):
Ru (4.623, -0.103, -4.492)
Se (6.682, 0.970, -4.713)
Se (6.552, -0.635, -2.906)
Se (4.459, -0.569, -6.764)
Se (3.368, -1.995, -5.416)
Br (2.545, 2.032, -3.809)
C (1.348, 0.817, -2.856)
Br (0.359, -0.205, -4.094)
H (0.794, 1.390, -2.125)
H (2.100, 0.171, -2.364)
C (3.434, 0.420, 0.556)
O (3.362, -0.643, -0.417)
C (2.656, -1.676, 0.021)
O (3.075, -2.812, -0.200)
H (3.512, 0.053, 1.605)
H (2.602, 1.065, 0.316)
H (4.336, 1.002, 0.329)
N (-5.850, -1.550, 2.424)
C (-4.815, -0.667, 2.140)
C (-4.199, -0.717, 0.881)
C (-3.218, 0.177, 0.530)
C (-2.798, 1.168, 1.405)
C (-3.371, 1.220, 2.734)
C (-4.388, 0.309, 3.066)
S (-1.613, 2.353, 0.926)
O (-0.944, 2.770, 2.124)
O (-2.330, 3.320, 0.133)
N (-0.655, 1.477, -0.012)
C (0.070, 0.547, 0.556)
S (0.460, 0.374, 2.289)
C (1.119, -1.148, 2.026)
C (1.216, -1.419, 0.579)
N (0.580, -0.400, -0.185)
H (-5.739, -2.442, 1.948)
H (-6.335, -1.434, 3.269)
H (-4.639, -1.394, 0.251)
H (-2.752, 0.220, -0.503)
H (-2.929, 1.859, 3.417)
H (-4.723, 0.300, 4.167)
H (1.345, -1.854, 2.822)
H (0.699, -2.352, 0.340)

**Charge**: -1
**Energy above the lowest of the compared OMol25 structures with the same formula, charge and spin**: 37.79 kcal per mole
**DFT total energy**: -451037.00587 eV
**HOMO energy (spin up / spin down)**: -4.133 / -5.419 eV
**Largest force on an atom**: 4.03 eV Å⁻¹
**Multiplicity**: 6

Entry 2:
Molecular formula: C12H13Br4N4O2STc
Method: DFT, ωB97M-V/def2-TZVPD

Geometry (Å):
Tc (-0.877, 1.490, -1.664)
Br (4.460, 2.745, 2.598)
C (2.796, 2.749, 1.749)
C (1.752, 3.627, 2.217)
Br (2.095, 4.783, 3.632)
C (0.497, 3.631, 1.628)
Br (-0.923, 4.706, 2.201)
C (0.269, 2.780, 0.555)
O (-0.867, 2.672, -0.102)
C (1.311, 1.942, 0.054)
O (1.007, 1.263, -0.990)
C (2.579, 1.915, 0.685)
Br (3.855, 0.727, 0.006)
C (-2.816, -1.095, 1.274)
N (-1.672, -1.784, 0.682)
C (-1.537, -3.193, 1.052)
C (-0.974, -1.238, -0.323)
N (-1.545, -0.297, -1.107)
N (0.277, -1.636, -0.553)
C (1.154, -2.108, 0.514)
C (0.898, -1.568, -1.878)
H (-2.848, -1.331, 2.337)
H (-3.758, -1.420, 0.828)
H (-2.711, -0.018, 1.166)
H (-2.505, -3.680, 0.933)
H (-1.222, -3.299, 2.091)
H (-0.822, -3.692, 0.405)
H (-2.556, -0.375, -1.141)
H (0.703, -1.935, 1.487)
H (2.088, -1.548, 0.456)
H (1.385, -3.168, 0.403)
H (1.761, -0.906, -1.855)
H (0.190, -1.204, -2.614)
H (1.225, -2.571, -2.158)
S (-0.898, 0.861, -6.290)
C (-0.887, 1.031, -4.737)
N (-0.883, 1.142, -3.541)

**Charge**: +1
**Energy above the lowest of the compared OMol25 structures with the same formula, charge and spin**: 11.30 kcal per mole
**DFT total energy**: -315906.45558 eV
**HOMO energy (spin up / spin down)**: -11.117 / -11.052 eV
**Largest force on an atom**: 1.45 eV Å⁻¹
**Multiplicity**: 2

Entry 3:
Molecular formula: C12H13BrN5OPtS2Te
Method: DFT, ωB97M-V/def2-TZVPD

Geometry (Å):
Pt (0.382, -0.407, -0.588)
O (-1.013, 4.708, 2.837)
C (-0.721, 3.622, 2.122)
C (-1.642, 2.901, 1.377)
C (-1.219, 1.799, 0.682)
N (0.062, 1.345, 0.659)
C (0.926, 2.065, 1.398)
Br (2.746, 1.578, 1.499)
C (0.596, 3.182, 2.128)
H (-1.949, 4.935, 2.778)
H (-2.684, 3.192, 1.337)
H (-1.927, 1.239, 0.104)
H (1.341, 3.713, 2.702)
C (5.266, -2.441, -0.260)
C (4.051, -2.789, -1.033)
N (3.942, -3.747, -1.888)
N (2.638, -3.697, -2.324)
C (1.941, -2.726, -1.749)
S (0.324, -2.283, -1.916)
N (2.828, -2.131, -0.923)
N (2.456, -1.028, -0.148)
H (6.050, -3.144, -0.531)
H (5.084, -2.519, 0.813)
H (5.606, -1.430, -0.485)
H (2.306, -4.358, -3.008)
H (2.561, -1.235, 0.842)
H (3.026, -0.220, -0.379)
Te (-1.744, 0.032, -2.083)
C (-3.652, 0.021, -1.207)
C (-4.150, -0.267, 0.026)
C (-5.570, -0.134, 0.093)
C (-6.109, 0.245, -1.092)
S (-4.911, 0.449, -2.299)
H (-3.539, -0.577, 0.864)
H (-6.155, -0.310, 0.984)
H (-7.147, 0.417, -1.333)

**Charge**: +1
**Energy above the lowest of the compared OMol25 structures with the same formula, charge and spin**: 8.92 kcal per mole
**DFT total energy**: -124399.56825 eV
**HOMO energy**: -9.814 eV
**Largest force on an atom**: 1.09 eV Å⁻¹